Entry 1:
51
Properties=species:S:1:pos:R:3:lowdin_charge:R:1 method="wB97M-V/def2-TZVPD" lumo_energy_ev=-7.94 orbital_gap_ev=6.36 total_charge=+2
Ga -0.45 -0.26 -0.41 0.590
C -3.45 0.08 -1.29 -0.038
C -3.11 -1.35 -0.91 -0.194
N -1.99 -1.40 0.07 -0.194
C -2.42 -0.98 1.46 -0.184
C -3.59 -1.76 2.04 -0.037
C -1.32 -2.74 0.10 -0.118
C 0.08 -2.67 0.74 -0.142
N 0.71 -1.34 0.56 -0.032
C 1.59 -1.00 1.60 -0.164
C 1.31 -0.05 2.58 -0.146
F 0.11 0.56 2.59 0.085
C 2.23 0.25 3.57 -0.207
F 1.89 1.17 4.48 0.124
C 3.45 -0.38 3.64 0.109
C 3.74 -1.34 2.68 -0.200
F 4.90 -1.97 2.70 0.134
C 2.83 -1.63 1.68 -0.148
F 3.15 -2.54 0.74 0.115
H -4.15 0.09 -2.12 0.105
H -2.56 0.63 -1.62 0.070
H -3.91 0.63 -0.47 0.095
H -2.80 -1.92 -1.79 0.122
H -3.97 -1.86 -0.48 0.130
H -2.66 0.08 1.42 0.126
H -1.53 -1.09 2.09 0.110
H -4.54 -1.50 1.58 0.086
H -3.66 -1.51 3.09 0.102
H -3.46 -2.84 1.98 0.086
H -1.25 -3.08 -0.93 0.114
H -1.95 -3.45 0.63 0.136
H 0.68 -3.46 0.27 0.129
H 0.03 -2.91 1.81 0.137
H 4.15 -0.15 4.43 0.154
O 1.17 -1.93 -3.98 0.239
C 0.73 -1.24 -2.97 -0.382
O -0.30 -1.45 -2.35 0.110
C 1.59 -0.09 -2.57 -0.100
C 2.79 0.33 -3.13 0.098
C 3.39 1.46 -2.58 0.050
C 2.78 2.15 -1.54 0.082
C 1.58 1.66 -1.06 -0.111
N 1.04 0.56 -1.57 0.137
C 0.64 2.25 -0.04 -0.350
O 0.87 3.36 0.58 0.275
O -0.42 1.64 0.19 0.122
H 0.58 -2.67 -4.21 0.181
H 3.24 -0.20 -3.95 0.150
H 4.33 1.82 -2.98 0.143
H 3.24 3.05 -1.14 0.141
H 1.70 3.79 0.35 0.163

***

Entry 2:
11
Properties=species:S:1:pos:R:3:lowdin_charge:R:1 method="wB97M-V/def2-TZVPD" lumo_energy_ev=-1.20 orbital_gap_ev=8.69 e_above_lowest_kcal_mol=47.7
C -0.93 -0.04 -1.05 -0.155
C 0.40 -0.25 -1.32 -0.252
N -1.81 -0.12 -2.03 0.047
N -1.52 0.04 -3.25 -0.014
N -0.32 0.41 -3.58 -0.077
N 0.60 0.19 -2.82 0.048
O 1.58 0.48 0.78 -0.350
O 1.43 -1.97 0.19 -0.435
S 1.88 -0.69 -0.35 0.920
H -1.30 0.07 -0.01 0.131
H 1.77 1.46 0.53 0.138

***

Entry 3:
17
Properties=species:S:1:pos:R:3:lowdin_charge:R:1 method="wB97M-V/def2-TZVPD" lumo_energy_ev=-0.53 orbital_gap_ev=7.58 e_above_lowest_kcal_mol=154.4
C 2.21 -0.92 0.01 -0.115
C 1.31 0.20 0.57 -0.239
C 0.25 0.59 -0.58 -0.208
C -0.64 -0.59 -0.78 -0.151
C -2.57 0.68 0.54 -0.040
N -1.71 -0.49 0.11 -0.079
H 1.56 -1.77 -0.22 0.062
H 2.53 -0.52 -0.96 0.068
H 3.06 -1.25 0.60 0.062
H 0.64 -0.17 1.35 0.090
H 1.84 1.09 0.90 0.096
H -0.24 1.46 -0.12 0.086
H 0.82 1.01 -1.42 0.103
H -1.14 -0.80 -1.71 0.108
H -2.45 -0.06 -0.58 0.081
H -2.05 1.29 1.28 0.032
H -3.45 0.23 1.00 0.045

***

Repeat the third record exactly.
17
Properties=species:S:1:pos:R:3:lowdin_charge:R:1 method="wB97M-V/def2-TZVPD" lumo_energy_ev=-0.53 orbital_gap_ev=7.58 e_above_lowest_kcal_mol=154.4
C 2.21 -0.92 0.01 -0.115
C 1.31 0.20 0.57 -0.239
C 0.25 0.59 -0.58 -0.208
C -0.64 -0.59 -0.78 -0.151
C -2.57 0.68 0.54 -0.040
N -1.71 -0.49 0.11 -0.079
H 1.56 -1.77 -0.22 0.062
H 2.53 -0.52 -0.96 0.068
H 3.06 -1.25 0.60 0.062
H 0.64 -0.17 1.35 0.090
H 1.84 1.09 0.90 0.096
H -0.24 1.46 -0.12 0.086
H 0.82 1.01 -1.42 0.103
H -1.14 -0.80 -1.71 0.108
H -2.45 -0.06 -0.58 0.081
H -2.05 1.29 1.28 0.032
H -3.45 0.23 1.00 0.045